Below is the ion C5H10NO2 with charge -1, with properties calculated with the ωB97M-V functional and the def2-TZVPD basis.

Geometry as XYZ:
```
18
Properties=species:S:1:pos:R:3
O 1.96965 -1.28257 0.93372
O -0.36765 -0.06906 -2.33476
N 0.76171 0.81029 1.02655
C 0.26479 0.24326 -1.34960
C 1.98897 -0.09599 1.45939
C -1.60354 0.60121 0.20498
C -2.63025 -0.41751 -0.32095
C -0.13376 0.15377 0.11768
H 2.87855 0.55856 1.19917
H -1.77766 0.77646 1.26677
H 1.32820 0.52655 -1.49883
H -3.11977 -0.88625 0.54066
H -0.00573 -0.92174 0.33170
H -3.41422 0.14319 -0.85559
H -2.26137 -1.14860 -1.03551
H 1.93304 -0.03852 2.58270
H 1.17034 1.68797 0.73912
H -1.77886 1.55652 -0.28422
```

Energy ... -10931.4273 eV
SMILES ... CC[C@@H](C=O)NC[O-]
LUMO level ... 3.900 eV
Net charge ... -1
E_HOMO ... -2.851 eV
Maximum force ... 1.36 eV/Å
Kohn-Sham gap ... 0.24809 Ha
Energy relative to the best compared isomer or geometry (same formula, charge and spin) ... 65.4 kcal per mole